{
  "formula": "C40H41AsN8O4ReS",
  "method": "wB97M-V/def2-TZVPD",
  "symbols": ["Re", "C", "C", "C", "C", "C", "C", "C", "S", "O", "O", "N", "C", "C", "O", "O", "H", "H", "H", "H", "H", "H", "H", "H", "H", "C", "C", "C", "C", "N", "C", "C", "C", "C", "C", "C", "N", "H", "H", "H", "H", "H", "H", "H", "H", "C", "As", "C", "C", "H", "H", "H", "H", "H", "H", "H", "H", "H", "C", "C", "N", "C", "C", "C", "C", "C", "C", "C", "C", "N", "C", "N", "H", "H", "H", "H", "H", "H", "H", "H", "H", "N", "C", "N", "C", "C", "C", "C", "C", "C", "H", "H", "H", "H", "H", "H"],
  "xyz": [[-0.26, 0.09, 0.33], [-6.07, 5.34, 2.83], [-5.35, 4.09, 2.40], [-5.63, 3.51, 1.17], [-5.00, 2.33, 0.77], [-4.09, 1.73, 1.63], [-3.80, 2.30, 2.87], [-4.43, 3.47, 3.24], [-3.42, 0.17, 1.18], [-3.42, 0.10, -0.26], [-4.06, -0.85, 1.94], [-1.81, 0.20, 1.64], [-1.52, -0.43, 2.95], [-0.41, -1.42, 2.81], [-0.02, -2.14, 3.67], [0.19, -1.37, 1.59], [-6.33, 5.97, 1.98], [-5.46, 5.93, 3.52], [-7.00, 5.09, 3.35], [-6.35, 3.97, 0.51], [-5.23, 1.87, -0.18], [-3.12, 1.81, 3.56], [-4.21, 3.91, 4.21], [-2.39, -0.94, 3.36], [-1.20, 0.31, 3.69], [3.43, -2.34, -0.55], [4.16, -1.76, -1.57], [3.65, -0.62, -2.16], [2.45, -0.07, -1.72], [1.77, -0.59, -0.67], [2.27, -1.73, -0.13], [1.93, 1.11, -2.45], [2.12, 1.23, -3.83], [1.68, 2.37, -4.47], [1.05, 3.36, -3.72], [0.87, 3.13, -2.37], [1.29, 2.03, -1.74], [3.76, -3.25, -0.05], [5.09, -2.19, -1.91], [4.19, -0.14, -2.95], [1.71, -2.17, 0.68], [2.60, 0.44, -4.39], [1.82, 2.49, -5.54], [0.69, 4.27, -4.17], [0.37, 3.89, -1.76], [2.45, 0.34, 2.93], [1.24, 1.45, 1.93], [2.45, 2.67, 1.09], [0.36, 2.52, 3.28], [3.05, 1.00, 3.55], [3.10, -0.20, 2.24], [1.92, -0.38, 3.55], [2.99, 3.21, 1.87], [1.90, 3.37, 0.45], [3.15, 2.11, 0.47], [0.85, 3.49, 3.32], [0.48, 2.02, 4.24], [-0.70, 2.65, 3.06], [-2.72, 2.81, -2.18], [-1.95, 1.76, -1.72], [-1.21, 1.83, -0.60], [-1.26, 2.99, 0.10], [-2.02, 4.08, -0.27], [-2.78, 3.97, -1.43], [-2.14, 5.27, 0.60], [-1.18, 5.99, 1.17], [0.29, 5.87, 0.99], [1.15, 6.35, 1.96], [2.51, 6.29, 1.70], [2.99, 5.79, 0.56], [2.08, 5.35, -0.30], [0.75, 5.35, -0.15], [-3.29, 2.68, -3.08], [-1.96, 0.82, -2.24], [-0.67, 3.05, 1.00], [-3.41, 4.79, -1.75], [-3.16, 5.58, 0.78], [-1.49, 6.80, 1.82], [0.78, 6.79, 2.88], [3.24, 6.65, 2.42], [2.46, 4.95, -1.24], [-1.36, -2.26, -3.06], [-0.73, -1.29, -2.41], [-0.96, -1.35, -1.10], [-1.81, -2.46, -0.90], [-2.36, -3.01, 0.25], [-3.16, -4.12, 0.10], [-3.40, -4.69, -1.17], [-2.85, -4.16, -2.31], [-2.06, -3.04, -2.14], [-1.30, -2.42, -4.06], [-0.09, -0.57, -2.89], [-2.19, -2.59, 1.23], [-3.61, -4.57, 0.97], [-4.04, -5.57, -1.24], [-3.04, -4.59, -3.29]],
  "multiplicity": 4,
  "s2": 3.77,
  "mol_weight_g_mol": 991.02,
  "homo_lumo_gap_ev": [8.30, 7.10],
  "relative_energy_kcal_mol": 30.06,
  "total_energy_ev": -136048.62234,
  "charge": 2
}